Entry 1:
Computed, not measured: a cluster of 5 separate species, C48H72N7O3Si in total, with ωB97M-V with the def2-TZVPD basis set.

Last column: Löwdin charge in e.
Atoms and positions in Å:
C -2.823 -2.318 4.509  -0.075
C -1.753 -1.345 3.888  -0.258
O -2.213 -0.586 2.758  -0.141
C -2.291 -1.362 1.565  -0.186
N -1.217 -1.105 0.579  -0.026
C 0.014 -1.738 0.922  -0.302
N 0.303 -2.832 0.244  0.106
Si -0.803 -3.506 -1.041  0.564
C -1.195 -2.220 -2.414  -0.180
C -2.465 -4.125 -0.374  -0.193
C 0.214 -4.872 -1.933  -0.176
N 0.873 -1.189 1.898  0.104
C 1.175 0.262 1.631  -0.129
C -0.075 1.110 1.218  -0.100
C -1.059 0.337 0.244  -0.270
C -2.433 1.095 0.037  -0.085
C -2.096 2.487 -0.638  -0.216
O -3.045 2.913 -1.607  -0.132
C -2.730 2.456 -2.923  -0.166
C -1.465 3.138 -3.582  -0.168
O -1.258 4.508 -3.189  -0.068
C -0.045 4.629 -2.489  -0.266
C -0.097 5.063 -1.097  -0.002
C 1.105 5.183 -0.261  -0.013
C 2.440 4.863 -0.830  -0.164
C 3.677 4.968 0.130  -0.434
C 3.222 4.520 1.577  -0.070
C 4.013 6.549 0.242  -0.025
C 5.000 4.283 -0.400  -0.118
C 5.112 2.724 -0.185  -0.524
C 6.272 2.226 -1.181  -0.070
C 5.624 2.309 1.267  -0.067
C 3.833 1.899 -0.576  -0.077
C 2.473 4.469 -2.231  -0.023
C 1.261 4.352 -3.064  0.007
H -2.698 -3.364 4.103  0.073
H -3.878 -1.955 4.455  0.087
H -2.566 -2.407 5.618  0.063
H -0.820 -1.937 3.708  0.105
H -1.491 -0.590 4.684  0.127
H -2.235 -2.454 1.849  0.124
H -3.320 -1.229 1.129  0.154
H 1.190 -3.301 0.464  0.135
H -0.224 -1.821 -2.825  0.046
H -1.856 -2.673 -3.194  0.052
H -1.742 -1.323 -2.008  0.012
H -3.244 -3.322 -0.508  0.051
H -2.418 -4.527 0.669  0.041
H -2.787 -4.973 -1.046  0.031
H -0.087 -5.881 -1.557  0.041
H 0.120 -4.766 -3.047  0.048
H 1.298 -4.715 -1.683  0.028
H 1.772 -1.666 1.737  0.140
H 1.554 0.697 2.596  0.138
H 1.924 0.309 0.803  0.105
H 0.191 2.108 0.774  0.118
H -0.663 1.336 2.150  0.128
H -0.550 0.373 -0.770  0.149
H -3.044 1.162 0.968  0.125
H -3.000 0.478 -0.726  0.124
H -1.039 2.436 -1.010  0.104
H -2.109 3.267 0.178  0.138
H -2.624 1.338 -2.948  0.119
H -3.615 2.723 -3.566  0.136
H -1.548 3.128 -4.709  0.138
H -0.580 2.472 -3.357  0.118
H -1.079 5.313 -0.638  0.115
H 0.939 5.518 0.783  0.103
H 4.103 4.385 2.264  0.090
H 2.631 5.380 2.009  0.076
H 2.524 3.640 1.587  0.069
H 4.969 6.717 -0.313  0.047
H 3.197 7.114 -0.289  0.089
H 4.086 6.835 1.327  0.089
H 5.868 4.828 0.071  0.117
H 5.048 4.467 -1.508  0.106
H 6.157 1.118 -1.286  0.079
H 6.270 2.788 -2.148  0.080
H 7.269 2.416 -0.698  0.083
H 6.115 3.147 1.818  0.083
H 4.692 2.053 1.858  0.068
H 6.224 1.362 1.234  0.082
H 2.911 2.256 -0.041  0.058
H 4.027 0.804 -0.430  0.079
H 3.615 2.043 -1.675  0.086
H 3.448 4.217 -2.705  0.099
H 1.377 4.033 -4.128  0.118
N -5.029 -6.065 -1.028  0.040
C -5.705 -6.088 -2.183  -0.147
C -7.088 -6.039 -2.270  -0.076
C -7.814 -5.966 -1.092  -0.071
C -7.137 -5.943 0.119  -0.076
C -5.754 -5.993 0.095  -0.163
H -5.095 -6.149 -3.076  0.082
H -7.580 -6.059 -3.230  0.083
H -8.897 -5.927 -1.116  0.107
H -7.671 -5.887 1.058  0.102
H -5.180 -5.974 1.016  0.098
N 7.547 7.079 -0.395  0.049
C 8.741 6.476 -0.419  -0.154
C 9.831 6.951 -1.130  -0.071
C 9.677 8.116 -1.864  -0.076
C 8.450 8.759 -1.857  -0.069
C 7.424 8.203 -1.110  -0.152
H 8.812 5.566 0.168  0.100
H 10.775 6.422 -1.111  0.103
H 10.505 8.520 -2.435  0.108
H 8.292 9.671 -2.418  0.104
H 6.446 8.672 -1.070  0.102
N -6.549 -7.440 -4.871  0.044
C -5.565 -7.191 -5.743  -0.149
C -5.361 -7.917 -6.905  -0.069
C -6.223 -8.967 -7.181  -0.074
C -7.249 -9.246 -6.293  -0.065
C -7.369 -8.457 -5.161  -0.138
H -4.914 -6.362 -5.482  0.098
H -4.549 -7.668 -7.575  0.103
H -6.097 -9.560 -8.079  0.109
H -7.941 -10.058 -6.475  0.105
H -8.158 -8.635 -4.438  0.108
N -1.736 -1.411 7.876  0.041
C -2.574 -1.479 8.917  -0.148
C -2.332 -2.233 10.054  -0.067
C -1.156 -2.963 10.119  -0.074
C -0.273 -2.911 9.052  -0.072
C -0.607 -2.124 7.963  -0.165
H -3.481 -0.893 8.819  0.105
H -3.045 -2.247 10.867  0.105
H -0.931 -3.566 10.990  0.109
H 0.655 -3.468 9.067  0.103
H 0.055 -2.049 7.106  0.097

The value obtained for the highest occupied orbital energy is -10.18 eV. Its orbital gap is 7.2 eV. Its lowest unoccupied orbital energy is -2.989 eV. Its net charge is +1. For the energy, the calculation gives -75386.259 eV.

---

Entry 2:
Computed, not measured: a cluster of 3 separate species, C29H54N3O2P in total, with ωB97M-V with the def2-TZVPD basis set.

Last column: Löwdin spin population.
Atoms and positions in Å:
C 5.944 5.657 -7.668  0.000
C 5.013 6.351 -6.581  0.000
N 4.013 5.369 -6.096  0.000
P 3.448 5.793 -4.469  0.000
C 1.596 5.456 -4.557  0.000
C 4.299 4.544 -3.362  0.000
C 3.741 4.482 -1.886  0.000
C 4.356 3.187 -1.226  0.000
C 5.611 3.300 -0.494  0.000
C 6.170 2.065 0.076  0.000
C 5.454 0.808 -0.137  0.000
C 4.194 0.720 -0.862  0.000
C 3.623 1.938 -1.424  0.000
H 5.358 4.856 -8.189  0.000
H 6.814 5.161 -7.164  0.000
H 6.321 6.437 -8.390  0.000
H 4.451 7.234 -6.986  0.000
H 5.706 6.675 -5.755  0.000
H 3.225 5.265 -6.734  0.000
H 1.353 4.358 -4.693  0.000
H 1.053 5.875 -3.678  0.000
H 1.247 5.944 -5.513  0.000
H 5.413 4.708 -3.315  0.000
H 4.114 3.524 -3.815  0.000
H 2.614 4.452 -1.846  0.000
H 4.033 5.397 -1.292  0.000
H 6.110 4.292 -0.378  0.000
H 7.141 2.133 0.619  0.000
H 5.881 -0.129 0.288  0.000
H 3.637 -0.230 -1.047  0.000
H 2.664 1.982 -1.995  0.000
C -0.788 -2.372 0.399  0.002
C -0.341 -1.116 -0.379  0.025
C -1.512 -0.127 -0.504  0.014
C -2.558 -0.554 -1.530  0.001
C -1.901 -0.832 -2.878  0.014
C -0.749 -1.847 -2.788  0.025
N 0.224 -1.515 -1.704  0.341
O 0.976 -0.509 -2.134  0.570
C -1.336 -3.263 -2.577  0.002
C -0.067 -1.943 -4.167  -0.001
C 0.714 -0.484 0.552  -0.001
H -1.648 -2.880 -0.030  0.000
H 0.029 -3.095 0.476  0.001
H -1.087 -2.110 1.417  0.000
H -1.135 0.861 -0.789  0.003
H -1.997 0.002 0.468  0.001
H -3.103 -1.433 -1.174  0.000
H -3.301 0.240 -1.643  0.001
H -2.660 -1.192 -3.580  0.001
H -1.532 0.114 -3.290  0.003
H -0.563 -3.969 -2.263  0.001
H -1.764 -3.649 -3.505  0.000
H -2.152 -3.296 -1.858  0.000
H 0.308 -0.981 -4.520  -0.001
H -0.773 -2.293 -4.922  0.000
H 0.767 -2.650 -4.142  0.000
H 1.585 -1.136 0.661  0.000
H 0.296 -0.323 1.548  0.000
H 1.057 0.490 0.200  0.000
C -5.029 -4.686 5.010  0.001
C -3.991 -3.795 4.295  0.025
C -2.570 -4.171 4.744  0.013
C -2.227 -3.675 6.145  0.001
C -2.481 -2.175 6.258  0.013
C -3.908 -1.775 5.849  0.025
N -4.310 -2.356 4.532  0.338
O -3.706 -1.652 3.581  0.575
C -4.895 -2.209 6.958  0.002
C -4.012 -0.237 5.858  -0.001
C -4.144 -4.199 2.815  -0.001
H -4.971 -4.656 6.095  0.000
H -6.046 -4.413 4.717  0.001
H -4.884 -5.736 4.743  0.000
H -1.836 -3.757 4.044  0.003
H -2.442 -5.258 4.708  0.001
H -2.803 -4.225 6.895  0.000
H -1.175 -3.884 6.358  0.001
H -2.284 -1.853 7.285  0.001
H -1.753 -1.648 5.631  0.003
H -5.929 -2.171 6.606  0.001
H -4.827 -1.544 7.823  0.000
H -4.697 -3.203 7.356  0.000
H -3.285 0.239 5.198  -0.001
H -3.820 0.156 6.859  0.000
H -5.013 0.089 5.562  0.000
H -5.133 -3.933 2.432  0.000
H -4.027 -5.279 2.696  0.000
H -3.392 -3.736 2.174  -0.001

The value obtained for the highest occupied orbital energy (alpha / beta) is -7.44 / -7.44 eV. Its orbital gap (alpha / beta) is 8.1 / 7.4 eV. Its lowest unoccupied orbital energy (alpha / beta) is 0.694 / -0.079 eV. Its spin multiplicity is 3. For the energy, the calculation gives -48797.933 eV.

---

Look up the energy of the first one.
-75386.259 eV

---

Which of these has the lowest energy?
C48H72N7O3Si

---

Among the records above, which one has the highest energy?
C29H54N3O2P